# 1
Density functional theory data (ωB97M-V/def2-TZVPD) for a single C4H9NO2 molecule in a non-equilibrium geometry.

## Properties
Largest force on an atom in Eh/bohr: 0.02219
Energy relative to the best compared isomer or geometry (same formula, charge and spin) in kcal/mol: 23.1

```
16
C4H9NO2 | OMol25 | ωB97M-V/def2-TZVPD
C 0.338 2.306 0.607
H 0.362 -3.193 -1.133
H 1.111 -1.537 0.469
C 0.118 -1.417 0.036
C -0.087 -2.204 -1.241
H -0.566 -1.808 0.803
H -1.144 -2.411 -1.408
C 0.214 0.849 0.979
O -0.585 2.695 -0.299
H -0.654 0.850 1.661
H -0.685 3.655 -0.265
H 0.352 -1.704 -2.102
H 1.110 0.585 1.541
H -0.957 0.280 -0.568
N -0.078 0.000 -0.157
O 1.149 3.053 1.077
```


# 2
Density functional theory data (ωB97M-V/def2-TZVPD) for a gas-phase ion, C3H3N2O (charge +1) in a non-equilibrium geometry.

## Properties
Largest force on an atom in Eh/bohr: 0.09603
Energy relative to the best compared isomer or geometry (same formula, charge and spin) in kcal/mol: 178.6
Net charge: +1

```
9
C3H3N2O | OMol25 | ωB97M-V/def2-TZVPD
N -1.201 -1.039 -0.006
H 1.756 -0.195 0.565
C 0.036 -1.229 -0.222
H 0.298 -2.393 -0.362
C 0.174 1.336 0.012
H 1.187 1.995 -0.338
N -0.895 1.862 0.002
O -2.063 -0.303 0.149
C 0.708 -0.034 0.200
```


# 3
Density functional theory data (ωB97M-V/def2-TZVPD) for a molecular structure, C21H26Ge2O5Pd in a non-equilibrium geometry.

## Properties
Largest force on an atom in Eh/bohr: 0.04917
Energy relative to the best compared isomer or geometry (same formula, charge and spin) in kcal/mol: 13.9
Net charge: +2

```
55
C21H26Ge2O5Pd | OMol25 | ωB97M-V/def2-TZVPD
H 4.639 -1.110 2.632
H -2.153 1.825 -0.702
H 3.979 -2.509 0.610
O -3.170 -5.026 0.805
H 5.326 0.832 -1.100
C -0.816 -1.543 -2.298
H -3.674 0.901 1.429
H 4.074 1.589 -2.103
H 3.533 0.157 2.135
C 4.163 -0.650 1.762
H 2.568 -2.136 1.647
H -2.062 -2.085 -3.955
C 3.371 -1.717 1.039
H -3.312 3.985 -0.427
H 2.474 1.773 -0.094
C -3.504 -2.575 0.828
C 0.456 1.311 -0.292
C -1.241 -3.530 0.897
H 5.434 0.769 -2.856
H 3.474 -0.701 -3.029
Ge -0.810 -0.247 -0.712
O -2.441 -0.469 0.099
C -1.537 5.033 0.166
H -2.966 1.320 2.980
H 4.642 -1.450 -1.951
C -3.559 0.573 2.458
C -2.702 -3.941 0.869
H -2.036 5.988 0.257
C -2.516 -1.408 1.146
H -3.517 -1.511 3.075
C 4.742 0.732 -2.014
C -1.191 -2.087 1.172
H -1.948 -0.726 3.117
O -0.268 -4.160 0.530
C -0.176 4.931 0.430
Ge 2.551 -0.776 -0.687
C 3.984 -0.589 -2.067
Pd 1.182 -2.670 -0.389
C -2.877 -0.800 2.550
H -2.979 -1.480 -2.577
C -0.225 2.583 -0.120
H -0.772 -2.563 -1.892
C -1.596 2.703 -0.372
C -2.251 3.910 -0.230
H 1.539 3.663 0.501
O -0.155 -1.408 1.006
O -4.643 -2.490 0.533
H 4.959 -0.240 1.141
H -4.549 0.540 2.907
C 1.749 0.982 -0.276
C 0.480 3.724 0.288
C -2.063 -1.347 -3.153
H 0.096 -1.327 -2.855
H 0.378 5.805 0.746
H -2.084 -0.356 -3.603
```


# 4
Density functional theory data (ωB97M-V/def2-TZVPD) for a molecular structure, C36H75InN3O6S2 in a non-equilibrium geometry.

## Properties
Largest force on an atom in Eh/bohr: 0.03985
Calculated total energy in a.u.: -3018.7325
Net charge: -1

```
123
C36H75InN3O6S2 | OMol25 | ωB97M-V/def2-TZVPD
H 5.338 -1.549 4.374
C -2.726 1.263 -3.251
H -5.330 4.150 -7.680
H 8.202 -4.356 -3.726
H -2.584 0.454 1.226
H 1.765 0.638 3.334
H -4.856 -2.671 -3.689
C 9.213 3.934 3.647
C 0.813 0.542 2.809
H 7.854 -4.515 -1.231
C 5.148 -4.734 -1.173
H 8.436 1.824 5.123
H -9.071 4.479 -3.040
C 0.786 0.057 1.481
H -6.411 4.167 -0.187
C -3.868 -2.211 -3.615
H -4.803 7.616 -6.577
H 6.779 -5.329 -3.352
C 0.990 -4.648 3.763
H -4.567 2.703 -5.759
H 6.010 -5.445 0.672
H 6.574 -3.666 -3.894
O -5.851 3.463 -2.852
H -7.565 2.598 -3.447
C 1.005 -4.132 1.653
O 7.511 2.196 3.309
C -0.357 0.894 3.456
C -2.754 -2.866 3.713
H 5.425 2.427 4.976
C -7.993 4.651 -3.025
C 7.265 -3.830 -1.854
H 4.362 1.107 1.889
H -0.967 -5.090 1.370
H 2.807 -2.386 0.313
H -2.211 -3.470 5.690
H 6.644 3.514 5.634
H -3.717 -1.603 -4.509
H -6.537 3.989 -6.419
C -4.013 6.439 -8.180
H 1.276 -3.744 0.682
C 7.202 -4.324 -3.290
H -5.546 5.406 -2.197
H 6.301 1.994 6.459
H -3.111 -2.997 -3.621
H -2.869 -1.800 3.921
C -1.924 -0.014 -3.071
H -4.149 4.346 -2.239
S 2.988 -1.927 3.827
H -4.730 4.088 -4.670
H -0.260 1.230 4.501
H 4.892 -5.114 -2.169
O 5.997 -3.605 -1.276
H -3.518 4.110 -5.942
H -0.922 0.241 -2.724
H 5.284 -1.855 1.711
C -0.125 -4.796 1.986
C -4.525 6.576 -6.756
H -3.199 7.143 -8.360
H 2.555 -0.077 -1.359
C -7.256 3.356 -2.725
H -5.082 3.019 -0.317
N 1.751 -4.046 2.810
N -1.612 0.887 2.988
S 4.363 -4.308 2.567
H 6.244 -0.575 2.445
C 7.450 1.750 4.650
H -5.423 -2.972 3.985
H -7.524 2.971 -1.735
H 5.189 0.327 0.546
H -3.738 6.334 -6.034
H 7.064 4.202 3.547
H -1.749 -3.043 3.333
C 4.501 0.133 1.387
C 5.715 -5.842 -0.300
C 6.393 2.462 5.478
C -5.553 4.407 -6.638
C 7.839 3.557 3.117
H -2.927 -4.759 4.746
H -3.460 -3.123 2.920
H -7.789 5.414 -2.271
C -4.534 3.792 -5.696
H -0.695 -0.305 -0.069
H -2.201 1.952 -3.915
O -2.466 -0.886 -2.096
C 4.602 -1.087 3.699
H 4.974 -6.627 -0.149
C 5.202 -0.925 2.285
H -2.888 1.754 -2.289
H -3.707 1.062 -3.686
H -1.798 -0.537 -4.027
C -3.765 -1.380 -2.346
N -0.143 -5.123 3.354
H 1.349 -4.694 4.790
H 7.817 3.721 2.039
H -4.816 -5.398 3.743
H 9.256 3.875 4.736
H 4.219 -4.372 -0.730
H -3.635 5.435 -8.378
H -4.492 -0.559 -2.357
O -4.225 -3.393 5.618
H -4.813 6.636 -8.896
C -5.210 4.384 -1.985
C -1.598 0.463 1.717
H -6.229 -3.330 5.501
C 3.050 -3.474 3.024
H -4.759 4.713 0.098
H -5.503 -5.735 5.328
In 2.618 -0.597 0.364
H -4.017 -2.008 -1.490
C -0.525 0.042 0.952
H 7.779 -2.868 -1.832
C -5.578 -5.082 4.457
H 7.205 0.688 4.605
H 9.975 3.260 3.252
H 9.464 4.957 3.359
H -7.685 5.054 -3.992
H 4.419 -0.064 4.067
H 6.599 -6.299 -0.752
C -2.995 -3.689 4.964
H -6.554 -5.226 3.990
C -5.375 4.052 -0.512
O -5.687 5.812 -6.494
C -5.395 -3.628 4.863
```